C38H52InN4P2 as an isolated structure at a distorted geometry. Source: OMol25; level of theory: the ωB97M-V functional and the def2-TZVPD basis.

```
97
Properties=species:S:1:pos:R:3:mulliken_charge:R:1
In 0.17167 -0.29326 -0.20787 1.6837
C -1.16251 -3.53042 0.83899 -1.7076
C -2.34386 -3.16433 0.01037 0.7195
C -3.66013 -3.57844 0.27955 -0.9963
C -4.64457 -3.40709 -0.68645 -0.9827
C -4.25904 -2.94532 -1.93866 -0.8554
C -2.96427 -2.59530 -2.29534 1.1714
C -2.60074 -2.29312 -3.74752 -1.1946
C -2.04644 -2.56759 -1.20927 -1.0971
N -0.74643 -2.05027 -1.40136 1.1999
C 0.14967 -2.64585 -2.08735 1.1866
C 0.02734 -4.05733 -2.65535 -1.8194
C 1.55766 -2.16772 -2.07365 1.0052
C 2.61806 -2.88183 -2.85495 -2.2610
N 1.85909 -1.16185 -1.33257 0.7204
C 3.21588 -0.77357 -1.11452 -1.3282
C 3.73144 0.41234 -1.69611 1.7783
C 3.03390 1.14009 -2.78194 -1.2670
C 4.96401 0.86452 -1.27469 -1.3199
C 5.77565 0.11453 -0.45674 -0.9807
C 5.32763 -1.10462 -0.00093 -1.2280
C 4.01537 -1.57819 -0.29375 1.7481
C 3.61070 -2.95789 0.17146 -1.4830
H -0.35728 -4.09617 0.42453 0.2069
H -1.42174 -4.10735 1.72722 0.5464
H -0.68643 -2.60079 1.24480 0.1952
H -3.89466 -4.08770 1.21010 0.4999
H -5.68503 -3.65694 -0.46338 0.4615
H -5.02851 -2.91332 -2.72982 0.4650
H -3.33054 -2.87680 -4.34409 0.5334
H -1.59576 -2.60564 -3.96722 0.1289
H -2.67400 -1.22838 -3.94566 0.2487
H -1.03581 -4.33938 -2.53770 0.3602
H 0.70689 -4.63840 -2.01058 0.6205
H 0.33199 -4.18790 -3.69295 0.4718
H 2.35129 -2.97480 -3.90681 0.5970
H 2.67488 -3.98168 -2.57348 0.4548
H 3.61216 -2.47187 -2.70877 0.3693
H 1.96351 1.26903 -2.56148 -0.0583
H 2.96659 0.45031 -3.64385 0.3208
H 3.52751 2.06758 -3.04274 0.4985
H 5.50784 1.68519 -1.70739 0.5150
H 6.71308 0.42132 -0.01973 0.4819
H 6.03476 -1.75989 0.53740 0.4563
H 4.26561 -3.29676 0.97475 0.5020
H 3.73499 -3.65316 -0.65449 0.3711
H 2.57769 -3.01787 0.47906 0.2553
C -0.39744 -1.21513 3.48218 -1.4964
P 0.13240 -0.02769 2.19334 0.7771
C -0.86727 1.54128 2.28256 0.0835
N -1.20898 1.78947 3.48908 -0.2696
C -1.96273 2.95148 3.74404 0.3128
C -2.33360 3.39298 5.04045 -0.6549
C -3.15492 4.45641 5.18204 -0.5673
C -3.63829 5.15744 4.09113 -0.5905
C -3.20738 4.89734 2.81688 -0.5655
C -2.40531 3.74440 2.58149 0.3033
N -2.05732 3.41501 1.29662 -0.2207
C -1.24912 2.41848 1.14666 -0.2813
P -0.65209 2.10031 -0.63657 0.3240
C 0.53813 3.35064 -1.10582 -1.5485
C -2.08007 2.15980 -1.79793 1.9144
C -3.23239 1.42657 -1.07803 -1.7501
C -1.65811 1.37069 -3.06755 -1.2252
C -2.46788 3.55728 -2.23057 -1.7066
C 1.93543 0.51177 2.55418 1.9111
C 2.33910 1.18772 1.22272 -0.6124
C 2.72498 -0.75447 2.88966 -1.7914
C 1.86525 1.57504 3.67550 -1.6004
H -0.28928 -0.68699 4.42040 0.4488
H 0.24442 -2.05619 3.38777 0.5576
H -1.48861 -1.48797 3.38217 0.4213
H -2.00085 2.76312 5.93147 0.3727
H -3.41134 4.84679 6.15222 0.4288
H -4.32692 5.93888 4.19127 0.4995
H -3.55545 5.51873 2.00538 0.4602
H -0.03222 4.26667 -1.24382 0.5493
H 0.98671 3.01026 -2.05728 0.4964
H 1.33636 3.50256 -0.33316 0.5118
H -3.04765 0.33888 -0.93121 0.2820
H -4.04193 1.39051 -1.78058 0.6376
H -3.52250 1.91804 -0.14525 0.3248
H -1.56186 0.29394 -2.79000 -0.0874
H -0.70717 1.72793 -3.48274 0.3355
H -2.44547 1.46292 -3.81178 0.6523
H -2.60064 4.24721 -1.43754 0.3682
H -3.48177 3.47822 -2.69510 0.4536
H -1.73485 3.93101 -2.92131 0.4940
H 2.29553 0.45520 0.42179 -0.8319
H 3.40067 1.54292 1.32814 0.7719
H 1.77204 2.05160 0.84654 -0.5753
H 2.57365 -1.45699 2.08436 0.3236
H 2.39506 -1.15404 3.87988 0.3903
H 3.77912 -0.54497 2.83138 0.5010
H 1.35596 2.43250 3.24460 0.4853
H 2.93632 1.83367 3.90196 0.4955
H 1.32122 1.25267 4.56927 0.2929
```

lowest unoccupied orbital energy: -9.51 eV
spin multiplicity: 1
charge: +3

=====

One molecule with the formula C16H16N4O3S2. Source: OMol25; level of theory: the ωB97M-V functional and the def2-TZVPD basis.

```
41
Properties=species:S:1:pos:R:3:mulliken_charge:R:1
C -2.58505 -4.16088 -0.56886 -1.5384
C -1.44325 -3.28874 -0.14076 1.2671
C -1.58025 -2.48101 0.99670 -1.1659
C -0.56591 -1.66831 1.45774 -0.1938
C 0.62237 -1.65862 0.73766 0.4920
N 1.77113 -0.92177 0.91990 -0.6986
C 2.56405 -1.25897 -0.06240 0.1307
S 4.13877 -0.59443 -0.38897 -0.1709
C 4.23359 0.76925 0.82469 -0.8179
C 3.37221 1.95184 0.38201 0.6599
O 3.83427 2.90958 -0.19269 -0.6271
N 2.06982 1.76438 0.71095 -0.0484
C 0.95364 2.46727 0.26857 -0.2607
C 1.00383 3.71573 -0.34992 -0.4091
C -0.16360 4.31478 -0.79375 -0.6575
C -1.39143 3.68563 -0.64330 -0.4118
C -1.42409 2.45472 -0.02115 0.0233
S -2.92291 1.51218 0.15868 1.2974
N -2.61994 0.27073 -0.94336 -0.4526
O -4.05195 2.25957 -0.31195 -0.7053
O -2.96471 0.92857 1.46928 -0.5934
C -0.28263 1.84643 0.44239 -0.0362
N 2.02519 -2.19960 -0.88962 -0.0731
C 0.76466 -2.47178 -0.40739 0.6364
C -0.25410 -3.29385 -0.85328 -1.1215
H -3.53731 -3.66243 -0.40181 0.3606
H -2.58660 -5.08335 0.01247 0.3174
H -2.50276 -4.42422 -1.62047 0.3666
H -2.51715 -2.49687 1.53357 0.3330
H -0.69841 -1.05870 2.33670 0.3734
H 3.93250 0.37242 1.79231 0.3651
H 5.28302 1.06053 0.82963 0.4265
H 1.84183 0.84343 1.11280 0.2940
H 1.95745 4.19909 -0.48799 0.4902
H -0.11174 5.28182 -1.27022 0.3936
H -2.31096 4.12611 -0.99219 0.5006
H -2.49894 -0.61999 -0.48507 0.1629
H -3.32809 0.22962 -1.65733 0.2986
H -0.36455 0.88776 0.92642 0.2201
H 2.46963 -2.59660 -1.69964 0.2062
H -0.13161 -3.91132 -1.73034 0.3667
```

SMILES: Cc1ccc2nc(SCC(=O)Nc3cccc(S(N)(=O)=O)c3)[nH]c2c1
lowest unoccupied orbital energy: 0.25 eV
spin multiplicity: 1
charge: 0

=====

One molecule with the formula C4H5N3 at a distorted geometry. Source: OMol25; level of theory: the ωB97M-V functional and the def2-TZVPD basis.

```
12
Properties=species:S:1:pos:R:3:mulliken_charge:R:1
N 1.50966 -0.80190 0.33211 -0.5834
C 0.53442 0.12961 0.77284 0.0080
C -0.78154 -0.32806 1.05757 -0.1545
N -1.59178 -0.31617 0.01441 -0.4185
C -1.14392 0.25870 -1.10502 -0.0502
N -0.27965 1.27816 -1.09283 -0.4339
C 0.55678 1.27411 -0.06238 -0.0854
H 1.37960 -1.70779 0.77682 0.2783
H 1.09684 -0.93766 -0.61876 0.3300
H -1.11787 -0.76470 1.99753 0.3994
H -1.50553 -0.11023 -2.05871 0.3335
H 1.34299 2.02594 -0.01357 0.3767
```

SMILES: Nc1cncnc1
lowest unoccupied orbital energy (alpha / beta): -0.38 / -0.37 eV
spin multiplicity: 1
charge: 0

=====

A 2-piece molecular cluster, C3H4BrF overall at a distorted geometry. Source: OMol25; level of theory: the ωB97M-V functional and the def2-TZVPD basis.

```
9
Properties=species:S:1:pos:R:3:mulliken_charge:R:1
C -1.59455 -0.89406 -0.32381 -0.2179
C -0.34107 -0.42282 -0.20711 -0.3669
C 1.47384 1.08877 0.37092 -0.2479
F 2.44001 0.20219 0.29180 -0.1837
Br -3.06558 -0.08209 0.62202 -0.1758
H -1.63172 -1.79546 -0.90282 0.3782
H 0.55065 -1.00644 -0.63147 0.1518
H 0.93548 1.29501 1.32437 0.3219
H 1.23294 1.61491 -0.54389 0.3404
```

lowest unoccupied orbital energy (alpha / beta): 0.01 / -0.44 eV
spin multiplicity: 1
charge: 0

=====

Q: Which of these has the highest charge?
A: C38H52InN4P2

=====

Q: spin multiplicity of number 4 (C3H4BrF)?
A: 1